No. 1
Below is a 2-piece molecular cluster, C2H3N2O2 overall in a non-equilibrium geometry, with properties calculated with the ωB97M-V functional and the def2-TZVPD basis.

XYZ file:
```
9
Properties=species:S:1:pos:R:3:forces:R:3
C 0.53159 -0.28722 0.00547 6.4 0.8 -2.6
C 1.59503 0.75675 -0.22229 -1.1 -2.7 0.5
N -0.47457 -0.17405 0.72979 -4.6 -3.1 2.0
N -2.58284 -0.37990 -0.48511 -2.0 2.0 1.0
O -3.39265 0.40420 -0.06702 2.0 -2.0 -1.0
O 1.55803 1.94200 0.03785 0.1 1.5 0.1
H 1.02864 -1.23977 -0.32510 -0.8 0.1 0.1
H 2.56045 0.20353 -0.44745 -0.2 0.5 -0.4
H -0.82369 -1.22554 0.77386 0.3 2.8 0.4
```
Forces are in eV/Å.

Values from the calculation:
highest occupied orbital energy (alpha / beta)	-0.89 / -3.81	eV
energy above the lowest of the compared OMol25 structures with the same formula, charge and spin	346.3	kJ/mol
frontier orbital gap (alpha / beta)	0.197 / 0.303	hartree
net charge	-1
2S+1	1
calculated total energy	-9194.1149	eV

No. 2
Below is CH2N2O3 as an isolated structure in a non-equilibrium geometry, with properties calculated with the ωB97M-V functional and the def2-TZVPD basis.

XYZ file:
```
8
Properties=species:S:1:pos:R:3:forces:R:3
C 1.12480 0.44577 0.02558 3.3 -0.2 3.1
N -1.94288 -0.15008 -0.86184 -3.5 2.5 0.2
N 0.42498 -0.48429 0.53690 -0.7 0.1 -1.2
O -2.36928 0.82098 -0.22799 2.3 -2.4 -0.9
O 0.47476 -1.24289 1.43953 -0.5 0.1 0.4
O -0.92743 -0.82038 -0.64859 2.0 -0.4 0.9
H 2.07980 0.62704 0.69469 -2.0 -0.2 -1.5
H 1.13525 0.80386 -0.95828 -1.0 0.4 -1.0
```
Forces are in eV/Å.

Values from the calculation:
highest occupied orbital energy (alpha / beta)	-9.37 / -9.36	eV
energy above the lowest of the compared OMol25 structures with the same formula, charge and spin	541.0	kJ/mol
frontier orbital gap (alpha / beta)	0.302 / 0.301	hartree
2S+1	1
calculated total energy	-10184.4887	eV

No. 3
Below is C12H18F3GdN2O2S as an isolated structure in a non-equilibrium geometry, with properties calculated with the ωB97M-V functional and the def2-TZVPD basis.

XYZ file:
```
39
Properties=species:S:1:pos:R:3:forces:R:3
C -0.17186 2.38881 -3.43237 1.9 0.5 -1.6
C 0.64219 2.12233 -2.25467 -0.7 -0.6 0.1
C 0.08000 1.58206 -0.94935 1.0 1.3 -1.0
N 0.94252 0.55150 -0.41715 -2.0 -0.3 0.9
C 1.47042 0.76632 0.92125 0.7 0.5 0.4
C 0.43824 1.11622 1.99759 -0.2 0.6 0.3
C 1.10135 1.20074 3.39433 -0.7 -1.0 -0.1
N 1.38226 -0.10300 3.99468 0.6 0.4 -0.8
C 0.62997 -0.79850 -0.76089 0.7 -1.5 0.0
S -0.16070 -0.95386 -2.39329 0.1 0.7 -0.6
C -0.16100 -1.62171 0.28576 -0.7 0.2 -0.1
C -1.65487 -1.28619 0.38609 0.3 -0.2 0.0
C -2.53116 -2.30050 -0.27998 -1.0 0.5 -0.5
F -1.98282 -3.40917 -0.81049 0.3 -0.5 0.5
C -3.85669 -2.17064 -0.31654 0.9 -0.4 0.0
F -4.41049 -0.98541 -0.19137 -0.4 -0.1 0.6
F -4.69047 -3.16396 -0.42615 -0.3 0.3 -0.6
C 2.00236 -1.53567 -0.92265 0.2 -0.5 0.4
O 2.58321 -2.13350 -0.05487 -0.2 0.6 -0.4
O 2.43861 -1.43900 -2.14196 0.0 0.0 -0.3
H -0.50181 3.42649 -3.63538 -0.8 -0.5 0.5
H -0.47272 1.57828 -4.12205 -1.1 0.1 0.8
H 1.70470 2.32447 -2.29889 0.3 0.0 0.6
H 0.04447 2.43991 -0.28717 0.0 0.1 0.5
H -0.94531 1.26283 -1.08948 -0.2 -0.4 0.0
H 2.15423 1.61048 0.86181 0.1 0.2 -0.1
H 2.06699 -0.06575 1.27157 0.0 -0.5 -0.3
H -0.01735 2.08456 1.81632 -0.1 0.2 -0.2
H -0.38235 0.41266 2.07809 -0.1 -0.3 -0.2
H 1.98370 1.82488 3.36307 0.2 0.1 0.2
H 0.34224 1.66629 4.01170 0.0 0.4 0.2
H 2.27494 -0.44582 3.65863 0.1 -0.1 0.3
H 0.69379 -0.77964 3.69424 -0.2 -0.1 0.3
H -0.56037 -2.23974 -2.36316 0.3 0.0 0.4
H -0.08041 -2.65048 -0.04348 0.2 -0.2 0.0
H 0.28131 -1.59600 1.27062 0.5 0.2 0.0
H -1.90925 -1.30183 1.44141 0.0 0.1 0.3
H -1.92146 -0.29408 0.03910 0.1 0.3 -0.1
Gd 1.15362 2.91561 -5.29491 0.2 0.0 -0.1
```
Forces are in eV/Å.

Values from the calculation:
highest occupied orbital energy (alpha / beta)	-14.17 / -14.13	eV
frontier orbital gap (alpha / beta)	0.238 / 0.162	hartree
net charge	+2
2S+1	8
calculated total energy	-59605.0453	eV

No. 4
Below is one molecule with the formula C3H3NO4 in a non-equilibrium geometry, with properties calculated with the ωB97M-V functional and the def2-TZVPD basis.

XYZ file:
```
11
Properties=species:S:1:pos:R:3:forces:R:3
C 1.21630 -0.34251 0.91390 2.8 1.9 0.8
C -1.43762 -0.26371 -0.46900 -6.1 -3.1 1.3
C -0.78465 0.88067 -0.99568 0.6 6.1 0.7
H 0.33203 0.29792 1.45190 2.2 -2.2 -0.4
H 2.11885 0.56847 0.79308 -2.8 -2.8 -0.3
H 1.97952 -1.29220 1.37852 -3.3 2.8 -1.0
N 0.67275 -0.75162 -0.42599 2.2 -1.1 1.0
O -0.66433 -1.35030 -0.16450 1.2 3.2 -1.1
O -2.64968 -0.25973 -0.34028 2.0 -0.5 0.0
O -1.32151 2.02979 -0.99509 3.2 -5.1 -1.0
O 0.53833 0.48322 -1.14687 -1.9 0.8 -0.1
```
Forces are in eV/Å.

Values from the calculation:
SMILES	Cn1oc(=O)c(=O)o1
highest occupied orbital energy	-10.86	eV
energy above the lowest of the compared OMol25 structures with the same formula, charge and spin	622.3	kJ/mol
frontier orbital gap	0.356	hartree
2S+1	1
calculated total energy	-12833.8730	eV

No. 5
Below is one molecule with the formula C5H3NO2S in a non-equilibrium geometry, with properties calculated with the ωB97M-V functional and the def2-TZVPD basis.

XYZ file:
```
12
Properties=species:S:1:pos:R:3:forces:R:3
C -1.36905 -0.66952 -0.11106 0.2 1.6 0.6
C -1.39599 1.90362 -0.00063 -1.7 -1.0 0.4
C -0.52216 -1.71017 -0.01722 -1.7 0.1 -0.2
C -0.85474 0.69889 -0.19992 2.2 1.4 0.3
C 1.80581 -0.27825 -0.15162 0.2 -0.2 -0.1
N 2.75529 0.35576 0.05179 -0.4 0.9 -0.2
O 3.54433 1.21415 0.20957 1.6 0.9 0.2
O -2.01067 2.87771 0.21384 1.3 -0.9 -0.5
S 1.22562 -1.78969 0.09659 -1.0 -2.3 0.0
H -2.45360 -0.66266 0.06658 0.5 -1.0 -0.5
H 0.28783 0.74567 -0.19321 -1.9 0.5 -0.3
H -1.01266 -2.68551 0.03529 0.7 0.1 0.1
```
Forces are in eV/Å.

Values from the calculation:
SMILES	O=C=C/C=C\SC#[N+][O-]
highest occupied orbital energy	-8.09	eV
energy above the lowest of the compared OMol25 structures with the same formula, charge and spin	397.9	kJ/mol
frontier orbital gap	0.298	hartree
2S+1	1
calculated total energy	-21648.4826	eV

No. 6
Below is C51H44BrCl3EuNO8P2S as an isolated structure in a non-equilibrium geometry, with properties calculated with the ωB97M-V functional and the def2-TZVPD basis.

XYZ file:
```
112
Properties=species:S:1:pos:R:3:forces:R:3
Eu 0.09009 -1.81432 1.15072 1.7 1.6 -1.0
Cl 1.29593 0.57892 5.48017 0.1 2.3 0.9
C 2.98674 0.70432 5.95062 1.4 -1.3 -0.4
C 3.69118 1.66882 6.65619 -1.8 0.3 -0.1
C 4.87594 1.32132 7.30924 0.6 1.2 -0.3
C 5.41998 0.05833 7.10456 0.3 -1.5 -2.5
C 4.94611 -0.87194 6.08231 -1.2 4.2 2.6
Cl 5.84650 -2.31520 5.85607 -0.3 -0.2 -0.3
C 3.67169 -0.49751 5.48507 0.6 -0.7 1.3
S 2.82861 -1.47307 4.47953 0.1 -2.5 -1.8
H 3.26386 2.68193 6.72308 0.2 -0.5 0.3
H 5.44616 2.18042 7.76761 -0.5 -1.4 -0.2
H 6.39924 -0.19901 7.46714 0.2 0.1 0.6
O -1.87072 1.58961 2.16758 -2.5 1.2 -1.3
P -2.77170 2.71228 1.64408 1.7 -0.4 1.6
C -1.56641 4.00685 1.30417 1.3 0.9 0.4
P -0.65466 3.30836 -0.31158 -0.1 -0.5 3.5
O -0.35798 1.82062 -0.38679 -2.1 1.8 -1.1
C -1.21669 4.33151 -1.75171 0.4 -1.0 0.3
C -1.20256 5.73294 -1.90035 -0.4 -0.2 -0.2
C -1.49207 6.30677 -3.14537 0.0 -1.1 0.5
C -1.64538 5.44529 -4.25258 0.3 0.4 -0.3
C -1.56511 4.06086 -4.12333 0.3 0.3 0.8
C -1.40545 3.49252 -2.83402 0.2 -0.5 -1.5
C 0.85328 3.98481 0.15448 3.6 1.7 -1.7
C 1.90079 3.42322 -0.65956 0.2 1.3 1.0
C 3.09920 4.11285 -0.86517 -0.6 0.8 0.9
C 3.15133 5.45851 -0.42103 2.0 -0.5 -0.2
C 2.21100 5.99685 0.43324 -0.7 -0.3 -0.3
C 1.09344 5.24219 0.75199 -0.4 -0.7 -0.6
C -3.86706 2.62852 0.12470 -0.6 0.0 -1.0
C -4.88229 3.62977 -0.08529 0.7 -0.9 0.8
C -6.04502 3.34743 -0.80243 0.8 0.5 0.4
C -6.17062 2.10069 -1.38422 0.1 -1.0 -0.6
C -5.10128 1.18869 -1.42944 0.8 1.7 0.1
C -3.89297 1.51363 -0.77842 -1.2 0.0 1.5
C -3.88445 3.29154 3.02615 0.2 -1.0 1.2
C -5.25816 3.08634 3.05767 6.7 1.9 11.5
C -5.94980 3.00252 4.25215 -1.4 0.4 0.3
C -5.35180 3.12922 5.49357 -0.9 -0.4 0.1
C -4.02459 3.39137 5.54462 2.3 0.3 -1.9
C -3.30880 3.44275 4.30881 -0.1 0.6 0.2
H -0.75862 4.07072 2.21023 -1.9 -0.8 -2.3
H -1.88106 5.09150 1.19957 -0.1 -1.3 -0.4
H -0.97421 6.38605 -1.06379 -0.1 -0.2 0.1
H -1.59213 7.38848 -3.20300 0.2 -0.2 -0.3
H -1.70914 5.87010 -5.26705 -0.2 -0.2 0.6
H -1.49916 3.46888 -5.03171 -0.3 -0.1 0.3
H -1.28722 2.38433 -2.70889 -0.3 1.1 -0.1
H 1.73284 2.46914 -1.10756 0.0 -0.5 -0.1
H 3.99862 3.63753 -1.27718 -0.7 0.3 -0.2
H 4.07456 6.02950 -0.66540 -0.8 -0.3 0.2
H 2.18730 7.02337 0.77996 0.6 0.0 0.0
H 0.37412 5.69735 1.41068 -0.3 0.0 0.0
H -4.81472 4.61221 0.38570 0.1 -0.4 0.2
H -6.79798 4.14094 -0.83023 0.1 -0.6 -0.2
H -7.08407 1.79643 -1.87306 -0.2 0.1 -0.1
H -5.13081 0.29725 -2.03838 -0.3 -0.1 0.1
H -3.09588 0.78383 -0.82316 0.3 0.0 0.3
H -5.70195 2.95268 2.32380 -7.4 -2.2 -12.3
H -7.05044 2.90113 4.26506 0.7 -0.2 -0.4
H -5.93883 2.95609 6.38468 0.0 0.2 0.1
H -3.41499 3.53530 6.42805 -0.4 -0.1 0.2
H -2.25966 3.67119 4.37014 0.4 -0.3 0.0
O 1.13655 -4.14636 -1.25672 0.6 -3.2 -4.3
C 1.43119 -5.08672 -2.09485 -0.4 1.2 3.5
C 0.65887 -5.66826 -3.30620 0.4 0.9 0.8
C 1.50861 -5.74148 -4.63138 0.2 0.9 0.2
C 2.47418 -6.93405 -4.89633 -0.2 0.7 0.2
C 3.28591 -7.45902 -3.72015 0.2 -1.2 1.6
C 2.77569 -7.19602 -2.24323 0.0 -1.2 -0.8
N 2.51515 -5.86542 -1.82074 1.2 1.3 0.3
H -0.11958 -4.89670 -3.36646 -0.4 -0.8 -0.6
H 0.28333 -6.68745 -2.97209 0.1 1.3 -0.6
H 2.07587 -4.77428 -4.80522 -0.5 -1.0 0.7
H 0.78492 -5.70542 -5.43481 -0.2 -0.2 -0.3
H 3.19068 -6.58682 -5.64438 -0.2 -0.1 -0.2
H 1.98262 -7.80957 -5.33282 -0.4 0.4 0.0
H 4.36284 -7.22403 -3.76133 -0.5 0.3 -0.1
H 3.22131 -8.56879 -3.81852 0.4 0.6 0.3
H 3.50300 -7.60400 -1.51960 -0.1 0.1 -0.5
H 1.87580 -7.80515 -2.05549 0.1 0.1 -0.3
H 3.20888 -5.44816 -1.21119 -0.5 0.0 0.2
O -1.53209 -1.91134 -0.59865 -2.1 -0.6 -0.3
Br -5.45015 -3.58658 -3.50932 -0.7 0.4 -0.5
C -4.62361 -3.25195 -1.84417 -0.3 0.4 1.0
C -3.66038 -2.30458 -1.71866 1.6 -0.2 1.3
C -2.69067 -2.57974 -0.63900 2.0 3.0 0.4
C -3.01960 -3.43945 0.42913 -0.5 -1.5 1.1
C -4.08977 -4.30431 0.25255 -1.3 0.3 0.6
C -4.95984 -4.09051 -0.78388 -1.0 -1.4 -2.0
C -2.41458 -3.62691 1.84083 3.4 -1.2 1.5
O -2.95921 -4.25120 2.76572 -1.1 0.9 -1.8
O -1.13077 -3.29032 2.05211 -2.9 -0.8 -0.6
H -3.66127 -1.36113 -2.27304 0.8 -0.8 -0.3
H 2.38018 -11.52170 3.65767 0.0 0.0 0.0
H -4.31311 -5.09053 0.99010 0.1 0.8 -0.2
H -5.91139 -4.59357 -0.98891 0.6 -0.6 0.6
Cl 6.51930 -0.26066 -4.84224 0.3 0.0 -0.3
C 5.73918 -0.67518 -3.35806 -1.0 -0.1 2.0
C 4.33478 -0.49816 -3.26651 0.6 0.4 -1.4
C 3.57808 -0.81550 -2.15207 1.0 -0.4 0.7
C 4.30265 -1.05108 -0.96644 -0.8 -0.8 -0.2
C 5.68458 -1.20567 -1.00641 0.6 0.1 -1.0
C 6.43686 -1.10320 -2.21631 -0.8 0.1 0.5
C 3.59614 -1.29485 0.37958 -0.4 -0.4 2.1
O 4.24327 -0.97269 1.39857 -0.6 -0.2 -1.8
O 2.41722 -1.84642 0.38207 1.4 1.0 -0.8
H 3.88958 -0.04205 -4.15369 -0.2 -0.5 0.1
H 2.49717 -0.98838 -2.17479 0.3 0.6 0.1
H 6.17109 -1.44564 -0.06470 0.0 0.0 -0.2
H 7.50847 -1.35453 -2.21264 -0.6 0.3 -0.1
```
Forces are in eV/Å.

Values from the calculation:
highest occupied orbital energy (alpha / beta)	-0.92 / 0.23	eV
frontier orbital gap (alpha / beta)	0.148 / 0.106	hartree
net charge	-2
2S+1	7
calculated total energy	-227816.8083	eV

No. 7
Below is a 9-piece molecular cluster, C6H30N2O8 overall in a non-equilibrium geometry, with properties calculated with the ωB97M-V functional and the def2-TZVPD basis.

XYZ file:
```
46
Properties=species:S:1:pos:R:3:forces:R:3
C -2.44581 -1.45392 1.30170 -1.0 -0.4 -1.1
C -0.99336 -1.00831 1.12234 -0.2 1.0 0.7
C -1.00507 0.26591 0.21527 -1.3 0.9 1.1
C 0.25990 1.01389 -0.03345 1.0 -1.2 -0.4
C 0.75960 2.09545 0.58072 -0.1 1.5 -1.1
N 1.90180 2.73449 0.05684 0.3 -0.1 -0.1
C 1.04920 0.43738 -1.19115 -1.5 -1.6 -0.6
N -0.34734 -0.69418 2.39456 0.8 1.1 -0.7
H -2.66992 -2.31518 1.91967 0.7 -0.3 0.5
H -3.15305 -0.69005 1.69145 0.8 0.1 -0.3
H -2.82666 -1.77200 0.31917 0.0 0.3 0.2
H -0.35251 -1.72436 0.63152 -0.3 -0.7 -0.1
H -1.53621 0.01419 -0.75067 0.6 0.4 1.2
H -1.61465 0.99561 0.80075 0.0 -0.6 -0.6
H 0.21328 2.82988 1.18585 -0.1 -0.9 0.4
H 2.35106 3.46455 0.58535 -0.4 -0.1 0.3
H 2.61946 2.14050 -0.32956 -0.2 -0.3 0.1
H 0.48509 -0.48010 -1.55227 0.1 1.3 -0.1
H 1.10505 1.18176 -2.00550 0.5 -0.5 0.2
H 1.96719 -0.07737 -0.95263 0.9 0.9 0.1
H -0.20580 -1.41906 3.06408 -0.4 -0.3 0.2
H -0.60550 0.20273 2.79178 -0.1 -0.4 0.1
H -2.03317 -2.42331 -2.67468 0.3 -0.4 0.3
H -2.68071 -1.10393 -2.53632 0.9 -0.9 1.5
O -2.22404 -1.80571 -1.95848 -1.1 1.4 -2.1
H 2.18589 -2.53603 2.85482 -0.2 -0.3 -0.4
H 3.35376 -2.95828 1.87912 -0.5 -0.3 -0.1
O 3.07723 -2.35013 2.56291 1.0 0.7 0.9
H -3.93146 2.74678 1.13713 -0.1 0.0 -0.1
H -2.70067 1.94218 1.53982 -0.2 0.2 0.0
O -3.01680 2.84768 1.41490 0.2 0.0 0.1
H 2.53878 -3.23668 -1.76129 0.3 0.5 0.8
H 2.53823 -2.60663 -3.18222 0.0 0.3 0.2
O 2.51977 -3.42633 -2.68867 -0.2 -0.7 -1.0
H 2.22311 0.19119 1.78461 -0.2 0.2 -0.3
H 3.51483 -0.54477 1.67575 -0.5 0.9 -0.6
O 3.02116 0.19925 1.23152 0.6 -1.3 0.9
H -2.34450 1.74263 -2.36514 -0.1 0.1 0.2
H -2.73412 2.01660 -3.78467 -0.1 0.0 -0.2
O -2.70949 1.30018 -3.14698 0.1 -0.2 0.1
H 2.06820 -1.56117 0.15832 0.3 0.0 0.6
H 1.22118 -2.60764 -0.49485 0.0 -0.3 0.3
O 1.88848 -2.51520 0.20597 -0.4 0.1 -1.1
H -0.74156 3.01629 -1.26367 0.0 -0.1 -0.6
H -1.80060 3.35370 -0.35945 -1.0 0.1 0.6
O -1.69352 3.19893 -1.29857 0.9 0.0 -0.1
```
Forces are in eV/Å.

Values from the calculation:
SMILES	C/C(=C\N)C[C@H](C)N.O.O.O.O.O.O.O.O
highest occupied orbital energy	-8.08	eV
energy above the lowest of the compared OMol25 structures with the same formula, charge and spin	155.8	kJ/mol
frontier orbital gap	0.311	hartree
2S+1	1
calculated total energy	-26068.3797	eV